(1)
Computed, not measured: a molecular structure, C17H27N8O5PS2 at a distorted geometry, with ωB97M-V/def2-TZVPD.

HOMO level   -8.109 eV
Calculated total energy   -2615.90865 Eh

Element x y z (Å)
O  0.25  -4.24  -2.58
C  0.03  -3.33  -1.86
O  0.77  -2.23  -1.71
S  2.19  -2.53  -0.80
O  -1.15  -3.39  -1.09
P  -2.27  -2.28  -1.54
O  -1.77  -0.78  -1.32
O  -3.55  -2.51  -0.52
S  -2.95  -2.51  -3.33
H  2.98  -1.47  -1.09
H  -2.08  -0.22  -2.04
H  -4.01  -3.29  -0.91
C  -2.37  2.05  1.07
C  -1.91  2.17  -0.31
N  -1.54  2.28  -1.39
H  -3.14  2.81  1.27
H  -2.80  1.07  1.24
H  -1.53  2.20  1.75
C  -1.34  4.39  4.61
C  -0.65  3.25  3.99
N  -0.12  2.35  3.51
H  -2.19  4.04  5.19
H  -0.65  4.92  5.26
H  -1.70  5.07  3.84
C  4.68  -1.93  -4.76
C  3.65  -2.30  -3.78
N  2.85  -2.59  -3.01
H  4.32  -1.10  -5.36
H  5.59  -1.63  -4.24
H  4.89  -2.77  -5.40
C  -0.14  -5.57  -5.24
C  0.42  -5.41  -6.59
N  0.85  -5.29  -7.65
H  -0.94  -4.86  -5.08
H  -0.52  -6.58  -5.11
H  0.64  -5.39  -4.50
C  3.65  3.29  4.42
C  2.68  4.18  5.08
N  1.93  4.87  5.59
H  4.66  3.59  4.68
H  3.48  2.27  4.73
H  3.52  3.36  3.33
C  2.34  0.10  2.66
C  2.93  0.30  1.33
N  3.38  0.46  0.29
H  1.51  0.79  2.80
H  1.98  -0.92  2.75
H  3.09  0.28  3.43
C  -6.99  -5.29  -2.37
C  -5.71  -5.52  -1.69
N  -4.71  -5.71  -1.15
H  -7.81  -5.49  -1.69
H  -7.04  -4.26  -2.71
H  -7.07  -5.95  -3.24
C  2.03  7.74  3.64
C  0.66  8.14  3.33
N  -0.42  8.46  3.09
H  2.33  6.93  2.98
H  2.71  8.58  3.50
H  2.09  7.40  4.67

Population analysis type Löwdin, resulting atomic charges in e:
1 O 0.148
2 C -0.716
3 O -0.386
4 S 0.867
5 O -0.105
6 P 0.187
7 O -0.186
8 O -0.211
9 S 0.305
10 H -0.111
11 H 0.056
12 H 0.023
13 C -0.060
14 C -0.273
15 N 0.134
16 H 0.083
17 H 0.084
18 H 0.025
19 C -0.050
20 C -0.250
21 N 0.148
22 H 0.085
23 H 0.055
24 H 0.085
25 C -0.047
26 C -0.183
27 N 0.014
28 H 0.085
29 H 0.082
30 H 0.085
31 C -0.071
32 C -0.282
33 N 0.107
34 H 0.069
35 H 0.083
36 H 0.058
37 C -0.054
38 C -0.253
39 N 0.147
40 H 0.085
41 H 0.071
42 H 0.085
43 C -0.066
44 C -0.281
45 N 0.121
46 H 0.029
47 H 0.083
48 H 0.065
49 C -0.060
50 C -0.266
51 N 0.142
52 H 0.082
53 H 0.083
54 H 0.083
55 C -0.080
56 C -0.283
57 N 0.120
58 H 0.075
59 H 0.080
60 H 0.055

=====

(2)
Computed, not measured: a single C5H7N molecule at a distorted geometry, with ωB97M-V/def2-TZVPD.

HOMO level   -8.851 eV
SMILES   C=C=C/N=C/C
Relative energy (zero: lowest compared OMol25 entry of this formula, charge and spin)   3.088 eV
Calculated total energy   -249.35975 Eh

Element x y z (Å)
C  -3.29  0.24  -0.26
C  -2.03  0.05  -0.14
C  -0.87  -0.23  0.40
N  0.31  0.40  0.05
C  1.33  -0.30  0.31
C  2.68  0.15  -0.30
H  -3.95  -0.11  -1.05
H  -3.51  1.04  0.37
H  -0.77  -0.95  1.20
H  1.23  -1.17  0.91
H  2.55  1.09  -0.79
H  2.81  -0.60  -1.05
H  3.51  0.39  0.35

Population analysis type Löwdin, resulting atomic charges in e:
1 C 0.012
2 C -0.084
3 C -0.210
4 N 0.027
5 C -0.190
6 C -0.056
7 H 0.073
8 H 0.045
9 H 0.110
10 H 0.091
11 H 0.055
12 H 0.062
13 H 0.066

=====

(3)
Computed, not measured: 9 unconnected molecules or ions with the total composition C42H63F3O12S6 at a distorted geometry, with ωB97M-V/def2-TZVPD.

HOMO level   -8.860 eV
SMILES   O=S1(=O)CCCC1.O=S1(=O)CCCC1.O=S1(=O)CCCC1.O=S1(=O)CCCC1.O=S1(=O)CCCC1.O=S1(=O)CCCC1.Fc1ccccc1.Fc1ccccc1.Fc1ccccc1
Relative energy (zero: lowest compared OMol25 entry of this formula, charge and spin)   2.552 eV
Calculated total energy   -5229.14113 Eh

Element x y z (Å)
O  8.62  39.93  43.50
S  10.06  39.96  43.41
O  10.82  41.09  43.03
C  10.59  39.62  45.12
C  11.88  38.92  44.85
C  11.63  37.89  43.64
C  10.78  38.48  42.63
H  10.00  38.80  45.49
H  10.59  40.57  45.55
H  12.70  39.55  44.46
H  12.28  38.34  45.79
H  11.18  37.04  44.05
H  12.65  37.40  43.07
H  10.07  37.82  42.31
H  11.35  38.82  41.74
O  9.01  46.85  49.33
S  9.87  45.74  49.04
O  10.77  45.93  47.88
C  10.61  45.25  50.51
C  10.06  43.81  50.89
C  9.40  43.25  49.59
C  8.94  44.32  48.91
H  10.84  46.21  51.18
H  11.72  45.10  50.40
H  10.78  43.42  51.24
H  9.21  43.94  51.65
H  8.85  42.35  49.86
H  10.31  42.92  48.99
H  7.84  44.76  49.42
H  8.63  44.17  47.93
O  1.01  44.55  45.28
S  1.30  45.94  45.42
O  0.41  46.72  46.21
C  2.83  45.98  46.17
C  3.50  47.08  45.49
C  3.00  47.24  44.02
C  1.78  46.60  43.90
H  3.36  45.03  45.77
H  2.46  45.97  47.31
H  3.34  48.06  46.00
H  4.71  47.00  45.38
H  3.71  46.76  43.35
H  2.87  48.22  43.57
H  2.08  45.93  43.02
H  0.96  47.31  43.44
O  5.05  44.16  49.69
S  3.72  43.82  50.13
O  2.73  44.83  50.31
C  2.94  42.54  49.25
C  3.02  41.40  50.21
C  3.94  41.66  51.32
C  3.88  43.00  51.64
H  3.42  42.41  48.27
H  1.93  42.62  49.01
H  1.96  41.24  50.46
H  3.56  40.49  49.74
H  5.01  41.31  51.06
H  3.72  41.05  52.18
H  4.72  43.46  52.16
H  2.88  43.22  52.07
O  7.54  48.70  44.90
S  8.89  49.00  44.53
O  9.31  48.71  43.23
C  9.19  50.68  44.97
C  10.11  50.76  46.20
C  10.00  49.31  46.85
C  9.90  48.30  45.80
H  8.27  51.21  44.94
H  9.77  51.08  43.90
H  11.13  50.96  45.83
H  9.53  51.31  46.88
H  9.16  49.16  47.44
H  10.76  49.22  47.60
H  9.48  47.49  46.36
H  10.87  48.38  45.57
O  15.24  44.37  44.23
S  14.60  45.17  43.19
O  15.22  46.26  42.46
C  13.82  44.06  42.06
C  12.37  44.19  42.56
C  12.18  45.67  43.01
C  13.21  46.01  43.90
H  14.36  43.29  42.13
H  14.00  44.43  41.06
H  11.58  43.87  41.79
H  12.17  43.70  43.35
H  11.12  45.93  43.55
H  12.05  46.10  42.01
H  13.02  45.66  44.96
H  13.51  47.10  43.71
F  9.08  45.58  44.35
C  8.26  44.74  45.05
C  7.26  45.31  45.87
C  6.31  44.39  46.46
C  6.37  43.02  46.21
C  7.40  42.44  45.41
C  8.30  43.38  44.75
H  7.13  46.35  46.24
H  5.63  44.60  47.38
H  5.56  42.52  46.65
H  7.46  41.46  45.12
H  8.99  43.00  43.87
F  10.44  42.87  38.12
C  10.31  43.90  39.00
C  9.44  43.70  40.16
C  9.22  44.76  41.08
C  9.83  45.98  40.82
C  10.71  46.18  39.73
C  10.88  45.10  38.81
H  9.10  42.60  40.38
H  8.39  44.71  41.90
H  9.69  46.70  41.65
H  11.20  47.06  39.72
H  11.77  45.20  38.04
F  3.39  42.86  43.42
C  3.67  41.73  44.05
C  4.96  41.21  43.69
C  5.27  39.99  44.25
C  4.51  39.20  45.13
C  3.16  39.72  45.35
C  2.73  40.89  44.78
H  5.61  41.70  43.17
H  6.27  39.57  43.93
H  4.84  38.30  45.76
H  2.45  39.20  45.98
H  1.73  41.13  44.85

Atomic partial charges in e from the Löwdin method, atoms 1 to 99:
1 O -0.342
2 S 0.679
3 O -0.299
4 C -0.215
5 C -0.224
6 C -0.243
7 C -0.247
8 H 0.111
9 H 0.086
10 H 0.113
11 H 0.146
12 H 0.077
13 H 0.191
14 H 0.074
15 H 0.126
16 O -0.310
17 S 0.629
18 O -0.326
19 C -0.234
20 C -0.128
21 C -0.240
22 C -0.345
23 H 0.158
24 H 0.115
25 H -0.010
26 H 0.149
27 H 0.133
28 H 0.154
29 H 0.206
30 H 0.068
31 O -0.319
32 S 0.579
33 O -0.280
34 C -0.287
35 C -0.225
36 C -0.285
37 C -0.312
38 H 0.135
39 H 0.167
40 H 0.122
41 H 0.154
42 H 0.112
43 H 0.130
44 H 0.148
45 H 0.159
46 O -0.310
47 S 0.643
48 O -0.303
49 C -0.229
50 C -0.228
51 C -0.319
52 C -0.296
53 H 0.111
54 H 0.095
55 H 0.135
56 H 0.153
57 H 0.162
58 H 0.127
59 H 0.133
60 H 0.142
61 O -0.315
62 S 0.601
63 O -0.293
64 C -0.249
65 C -0.147
66 C -0.236
67 C -0.250
68 H 0.081
69 H 0.175
70 H 0.127
71 H 0.094
72 H 0.088
73 H 0.123
74 H 0.085
75 H 0.073
76 O -0.330
77 S 0.705
78 O -0.344
79 C -0.159
80 C -0.161
81 C -0.280
82 C -0.279
83 H 0.013
84 H 0.115
85 H 0.125
86 H 0.028
87 H 0.158
88 H 0.097
89 H 0.142
90 H 0.143
91 F 0.017
92 C -0.268
93 C 0.000
94 C -0.096
95 C -0.094
96 C -0.038
97 C 0.006
98 H 0.117
99 H 0.114

=====

(4)
Computed, not measured: a molecular structure, C4H6S2 at a distorted geometry, with ωB97M-V/def2-TZVPD.

HOMO level   -8.491 eV
Relative energy (zero: lowest compared OMol25 entry of this formula, charge and spin)   2.614 eV
Calculated total energy   -952.27332 Eh

Element x y z (Å)
C  -1.16  -0.42  0.71
C  -0.59  0.91  0.50
C  0.58  0.40  -0.37
C  0.06  -1.24  0.66
S  -2.68  -0.90  0.65
S  0.30  -2.84  0.07
H  -1.16  1.56  -0.19
H  -0.10  1.54  1.38
H  0.63  0.30  -1.42
H  1.55  0.65  -0.01
H  0.77  -0.91  1.49
H  -0.51  -2.82  -0.97

Population analysis type Löwdin, resulting atomic charges in e:
1 C -0.943
2 C -0.259
3 C -0.022
4 C -0.648
5 S 0.732
6 S 0.762
7 H 0.112
8 H 0.160
9 H 0.067
10 H 0.056
11 H 0.118
12 H -0.133

=====

Q: What is the formula in the second record?
A: C5H7N